The following is a DFT calculation (ωB97M-V with the def2-TZVPD basis set) of a cluster of 2 separate species, C6H16 in total at a distorted geometry.

Bonds (Å) are listed after each position.
Positions of all 22 atoms, in Å:
1 C 1.85473 2.44353 -0.00370  C2 1.555, H5 1.081, H6 1.096, H7 1.091
2 C 0.88609 1.25361 -0.25901  C1 1.555, C3 1.504, C4 1.512, H8 1.094
3 C 0.06291 0.96922 0.96759  C2 1.504, H9 1.100, H10 1.114, H11 1.095
4 C 0.09235 1.29375 -1.54548  C2 1.512, H12 1.095, H13 1.102, H14 1.088
5 H 2.19757 2.44310 1.02104  C1 1.081
6 H 1.38158 3.40520 -0.23483  C1 1.096
7 H 2.62964 2.47705 -0.77155  C1 1.091
8 H 1.62234 0.45035 -0.35897  C2 1.094
9 H -0.78409 1.57452 1.32232  C3 1.100
10 H -0.54160 0.03937 0.86328  C3 1.114
11 H 0.68337 0.74773 1.84215  C3 1.095
12 H -0.68863 2.06070 -1.55484  C4 1.095
13 H 0.70543 1.57969 -2.41500  C4 1.102
14 H -0.29113 0.30215 -1.77853  C4 1.088
15 C -1.23749 -2.36830 1.05381  C16 1.547, H17 1.087, H18 1.092, H19 1.088
16 C -1.18315 -2.92734 -0.38716  C15 1.547, H20 1.091, H21 1.080, H22 1.091
17 H -0.27828 -2.02302 1.42971  C15 1.087
18 H -1.89373 -1.49913 1.12844  C15 1.092
19 H -1.62395 -3.09998 1.75957  C15 1.088
20 H -2.19986 -2.91580 -0.78264  C16 1.091
21 H -0.82108 -3.94083 -0.29261  C16 1.080
22 H -0.57302 -2.26557 -1.00360  C16 1.091

Output
Relative energy (zero: lowest compared OMol25 entry of this formula, charge and spin) ... 15.2 kcal/mol
Energy ... -6480.9977 eV
Orbital gap ... 11.84 eV
Total charge ... 0
Maximum force ... 2.7 eV/Å